No. 1
20
Properties=species:S:1:pos:R:3 method="wB97M-V/def2-TZVPD" e_above_lowest_kj_mol=70.79 orbital_gap_ev=8.5 e_tot_ev=-13392.7672 homo_ev=-9.37 total_charge=0 mol_weight_g_mol=148.2
C 1.06123 -0.38204 4.31568
H -1.50967 0.26993 0.00833
N 0.32335 -0.36893 1.59321
C -0.05253 -1.39563 2.44028
C 1.43836 0.68320 3.49582
H 2.01859 1.52515 3.86546
C 1.05195 0.66609 2.16039
O 2.00178 2.74544 1.43642
H 1.35027 -0.38144 5.35657
O 0.79241 1.37693 -0.03457
Be -0.06812 0.14056 0.07800
H 0.00322 -2.26779 4.41458
H -0.03695 0.53087 -4.82758
H 1.39209 0.08083 -3.93739
H -0.12725 0.25782 -3.04342
C 1.33849 1.75012 1.11068
H 0.05550 -1.10074 -4.18638
C 0.33954 -0.06820 -3.99624
C 0.30946 -1.43137 3.78746
H -0.65572 -2.20340 1.99331

---

No. 2
21
Properties=species:S:1:pos:R:3 method="wB97M-V/def2-TZVPD" e_above_lowest_kj_mol=124.25 orbital_gap_ev=9.9 e_tot_ev=-8958.6450 homo_ev=-8.99 total_charge=0 mol_weight_g_mol=111.2
C 0.57379 1.68241 0.39086
C -0.89152 -0.35616 0.22063
C 1.49115 -0.58839 0.85167
H 1.59758 2.02934 0.26608
C -3.02009 0.56464 -0.38952
H 1.19974 -0.57437 1.89795
H 2.48210 -0.15445 0.75907
H -0.45058 -2.42595 0.20920
C 0.82743 0.03312 -1.48156
N -2.08523 0.56128 0.43371
C 0.48554 0.20684 0.00659
H 1.83979 0.37727 -1.67654
H 1.54670 -1.62301 0.52623
H 0.28067 1.81843 1.42786
H -0.07700 2.28920 -0.23270
H 0.75665 -1.01298 -1.76859
H 0.14194 0.60534 -2.10275
C -1.18905 -1.64788 0.27335
H -3.07766 -0.04404 -1.29870
H -3.85730 1.22224 -0.18825
H -2.20502 -1.97236 0.41954

---

No. 3
58
Properties=species:S:1:pos:R:3 method="wB97M-V/def2-TZVPD" e_above_lowest_kj_mol=0.00 multiplicity=6 orbital_gap_ev="9.2 / 9.2" e_tot_ev=-154855.9314 homo_ev="-7.30 / -7.30" total_charge=-1 mol_weight_g_mol=752.6
H 11.41867 9.71060 -1.90787
C 11.12606 11.97483 -3.32147
O 4.79338 11.60762 -3.97782
H 8.16894 11.15781 0.23276
H 9.56596 14.94627 -2.10673
O 6.14813 6.49368 -4.11492
Mn 8.57450 9.76734 -3.39423
C 10.10561 14.00047 -2.05664
C 10.94643 11.64879 -0.16344
C 12.57960 11.94290 -2.79239
H 9.07807 9.76438 -0.21911
C 10.62945 13.44589 -3.37242
H 13.35924 12.17900 -3.51357
S 10.70315 5.67842 -5.08066
O 11.18932 6.37708 -3.93330
H 11.48574 12.59130 -0.18272
S 6.10275 12.09990 -3.75710
O 11.56704 5.38866 -6.17539
C 9.80501 11.62117 -1.20065
H 11.57325 10.48108 -4.82517
S 6.09188 7.53106 -3.16063
H 11.52154 14.02374 -3.62448
O 5.14353 7.60628 -2.12185
O 7.43681 7.15821 -0.31307
N 10.21548 11.13059 -2.53403
O 8.07753 5.62355 -2.13723
H 12.70961 12.75873 -2.07309
H 9.91546 13.52952 -4.19302
H 10.21204 11.55419 -5.30040
H 11.85981 12.05508 -5.38958
O 6.40335 13.48630 -3.70505
N 9.16749 5.98212 -5.44762
O 10.62850 9.77622 -2.46344
O 7.85282 12.73904 -6.14019
F 10.42953 4.21393 -4.49366
F 9.49120 7.38222 -1.42102
H 10.95266 14.20214 -1.39209
H 8.98106 13.42831 -0.35948
H 11.58894 10.76917 -0.07746
S 7.94773 6.93861 -1.62621
N 7.29172 11.11183 -4.21721
F 7.84399 7.75413 -6.38015
H 10.49014 11.59282 0.83079
O 6.00610 11.13459 -6.52477
C 11.16108 11.49244 -4.76567
H 7.90414 10.46796 -1.28063
C 9.18264 12.99860 -1.34534
F 5.75797 8.74720 -4.11452
F 8.22509 10.44752 -6.35119
F 6.26614 11.70567 -2.17872
S 7.18563 11.52608 -5.84596
H 12.81167 11.02751 -2.25074
O 10.07718 7.80218 -7.12710
N 7.63348 8.08066 -2.69922
C 8.72552 10.72681 -0.60017
S 9.33766 7.51293 -5.95262
O 9.48549 8.47150 -4.87327
H 8.19789 12.98914 -1.81200

---

No. 4
95
Properties=species:S:1:pos:R:3 method="wB97M-V/def2-TZVPD" multiplicity=2 orbital_gap_ev="3.6 / 1.6" e_tot_ev=-105363.0849 homo_ev="-15.52 / -15.52" total_charge=+3 mol_weight_g_mol=730.5
H 2.74059 -0.99644 -1.07796
H 1.75975 3.01590 5.49578
H -1.74047 -3.83210 3.88279
H -0.22045 -3.05433 3.97225
O -0.39404 -4.02925 -4.37845
Cd -1.69178 4.30482 -1.99560
H 1.89558 -3.36583 -3.24888
H -0.42847 -2.81214 -2.61453
C 3.38400 -1.46529 -0.33345
C 1.35331 -2.60846 -3.81496
C -0.16451 -2.80001 -3.67201
C 2.49239 2.25405 5.22944
O 0.66038 -0.52956 1.64165
H 2.82353 1.78261 7.08758
H 0.37722 2.13037 1.65809
H -3.04364 2.61694 -5.42323
H -4.12876 -0.29560 -0.48682
C -0.85587 1.45926 -1.56565
H -2.77382 -1.37272 3.89327
C -0.73414 0.11561 -1.70340
H -1.94124 -1.79293 5.40673
H -0.67113 -5.71404 -1.95714
O -0.98933 -2.66981 2.26331
C -0.02085 1.63471 0.78501
H -1.86306 -2.50498 1.90133
H -4.69005 -2.55130 -1.98449
C 3.95335 -0.37481 0.63876
H 4.57099 -0.93315 1.34223
H -5.24997 -0.91924 -3.80338
C -0.83823 3.80789 3.61600
O 3.94924 4.57005 -1.40461
C 0.70110 -4.97953 -0.48287
O -1.29798 1.46921 -5.55883
H 2.23460 3.99081 -0.37313
H 0.97282 4.23567 2.38429
C -4.38218 -1.50803 -1.91438
C -2.63423 1.72387 -5.89537
H -0.90464 -0.42598 -2.62210
H 3.14395 0.14987 1.14638
H -1.25864 -3.94377 -4.78682
C 0.36403 4.67340 3.17541
H 5.03369 4.17941 1.02035
O 2.67546 1.26669 6.29165
H 1.80668 2.17807 3.15886
C -0.71779 -5.29646 -0.95138
H -1.43901 -4.48348 -1.03508
H -1.12761 -0.82310 4.23076
H 4.54218 0.37672 0.11284
C 0.17726 0.17977 0.76651
C -3.38578 0.56068 -5.26772
H 3.06076 5.37057 0.31265
H 4.22733 -1.89397 -0.87488
H 4.40911 2.71138 0.30643
H -2.74140 1.84373 -6.97345
H -1.81201 3.46489 5.20643
C -5.32204 -0.68036 -2.74233
H -4.44868 0.79800 -5.31267
C -1.24479 -2.89313 3.63636
Zn 0.85165 -2.47740 1.27248
H 3.40633 2.79191 4.97744
H 4.03574 3.67999 -1.75376
H -3.11513 -0.38819 -5.73084
H 3.32883 -3.15291 0.47696
H -1.31218 1.44425 -4.59926
H -5.13760 0.38733 -2.62354
C -0.54174 2.22621 -0.30144
C 1.93617 1.51157 4.01156
C -0.22130 -0.66302 -0.52075
H 1.31339 -5.88097 -0.50730
H -1.73138 3.87925 2.99528
O -1.24456 2.06729 -2.65098
H -1.16122 -6.00443 -0.25121
H 1.12610 -4.22465 -1.14441
H 1.71411 -2.70519 -4.83894
H -3.20370 0.66099 -4.19773
H 2.64019 0.72968 3.72680
H 0.30952 -5.11817 1.42763
H 1.11935 4.86189 3.93835
H -0.77985 -2.03738 -4.14935
H -3.33870 -1.53111 -2.22856
H 3.61897 3.44678 1.74234
O -0.64668 3.52954 -0.24935
C -1.81827 -1.66028 4.33185
H -0.49682 2.77297 3.59367
O 0.66344 -4.43197 0.85712
C 4.11355 3.64202 0.79084
H 0.96919 1.03299 4.16650
H 0.04503 5.64722 2.80391
H 1.64250 -1.62896 -3.43409
C 3.22105 4.41691 -0.19029
O -4.50929 -1.17270 -0.57340
H -6.32498 -0.82029 -2.33905
O -1.24317 4.17186 4.89305
O 2.69141 -2.43995 0.39358
O -0.07266 -1.87820 -0.42269

---

No. 5
36
Properties=species:S:1:pos:R:3 method="wB97M-V/def2-TZVPD" e_above_lowest_kj_mol=218.71 orbital_gap_ev=10.4 e_tot_ev=-19785.2024 homo_ev=-16.30 total_charge=+2 mol_weight_g_mol=196.2
H 2.13179 -2.17465 -2.59322
H 0.89683 -0.98385 -0.09586
H -0.14568 -0.33950 4.24688
H -0.97645 -1.05176 2.86349
H 1.10011 -0.17253 -1.52047
H 0.29947 -2.84688 1.59286
O -2.81083 -2.12157 0.89801
C 0.09601 2.21477 -0.56027
O 1.43191 -2.26609 -1.99671
O 0.47412 -1.98436 1.81896
O 2.54581 2.65385 -1.07395
H 1.88185 0.33332 -3.99139
O -1.77332 -0.01069 -1.96169
H -2.62464 0.52554 -1.94110
H 3.28901 2.50451 -1.53044
H 0.82951 1.09870 2.53050
O 1.60546 0.87380 -3.30210
C -0.01859 1.00192 -0.05076
C -0.32223 0.91959 2.59234
H -1.88310 1.25049 1.13666
H 2.35095 1.74130 -0.63714
N 0.48027 -0.31717 -0.76661
H 1.16731 -3.16232 -2.29478
H -0.02280 3.14830 -0.09436
H 1.46232 1.79695 -3.65406
H -0.48967 2.02319 2.99922
H -3.08585 -2.06704 -0.07416
N -0.83463 -0.19298 3.43557
C -0.92046 0.69741 1.08647
H -1.65174 0.26313 3.88942
H -1.45201 0.07766 -2.87749
H -0.42829 -0.57267 -1.08504
H 0.48771 2.43897 -1.55529
H -1.17564 -0.37619 1.05741
H 1.38297 -2.04018 2.29099
H -3.29749 -2.88298 1.21810

---

No. 6
6
Properties=species:S:1:pos:R:3 method="wB97M-V/def2-TZVPD" e_above_lowest_kj_mol=210.59 orbital_gap_ev="8.1 / 4.9" e_tot_ev=-154688.0208 homo_ev="-9.59 / -8.02" total_charge=0 mol_weight_g_mol=223.9
C 0.34715 0.55535 0.12886
F 0.13956 0.27303 1.40608
Br 1.90648 1.49694 -0.21684
Br 0.37557 -2.79844 -0.19957
S -1.00803 0.66121 -0.91680
H -1.76072 -0.18808 -0.20175

---

No. 7
14
Properties=species:S:1:pos:R:3 method="wB97M-V/def2-TZVPD" e_above_lowest_kj_mol=544.82 orbital_gap_ev="9.5 / 9.2" e_tot_ev=-6225.4017 homo_ev="-14.03 / -13.51" total_charge=+1 mol_weight_g_mol=73.1
H -0.27285 -0.30336 -2.13368
H -0.91020 -2.16284 0.17876
C 0.86242 -0.20541 -0.10635
C 0.04254 0.31586 -1.25757
H 0.02612 1.28204 -1.60020
H -2.26212 -1.21021 -0.24756
H 1.87979 1.23502 1.50844
H 1.76076 -0.75418 -0.01563
H 1.99879 2.17757 0.06385
H -0.87608 0.61787 0.91171
H -1.69837 -1.37889 1.31553
N 1.32943 1.79222 0.84107
C -0.51315 -0.11707 0.21715
N -1.36709 -1.28861 0.32449

---

No. 8
7
Properties=species:S:1:pos:R:3 method="wB97M-V/def2-TZVPD" e_above_lowest_kj_mol=411.56 orbital_gap_ev="9.5 / 9.5" e_tot_ev=-13407.0058 homo_ev="-9.34 / -9.34" total_charge=0 mol_weight_g_mol=103.0
H -0.45832 -0.09806 -0.01591
F -0.40882 1.33286 -1.16428
F 0.40378 1.52206 0.85914
C 0.07710 0.76505 -0.12007
N 2.14530 0.20682 -0.59365
F 2.66831 0.95785 0.35914
F 2.12820 -1.10632 -0.15693